# 1
Molecular formula: O4S2
Method: DFT, the ωB97M-V functional and the def2-TZVPD basis

Output
Relative energy (zero: lowest compared OMol25 entry of this formula, charge and spin) (kcal per mole): 2.95
Electronic energy (eV): -29859.404
F_max (eV Å⁻¹): 3.11
HOMO-LUMO gap (eV): 10.8
Total charge: 0
Highest occupied orbital energy (eV): -11.995

XYZ file:
```
6
O4S2 (the ωB97M-V functional and the def2-TZVPD basis)
O -2.90 -1.16 -0.35
O -1.42 0.61 0.50
O 2.73 0.67 -1.15
O 2.06 -0.78 0.54
S -2.74 0.10 0.29
S 2.26 0.57 0.17
```



# 2
Molecular formula: O8P2Rb7
Method: DFT, the ωB97M-V functional and the def2-TZVPD basis

Output
Relative energy (zero: lowest compared OMol25 entry of this formula, charge and spin) (kcal per mole): 0.00
Electronic energy (eV): -39545.308
F_max (eV Å⁻¹): 4.87
HOMO-LUMO gap (eV): 1.7
Total charge: +1
Highest occupied orbital energy (eV): -6.159

XYZ file:
```
17
O8P2Rb7 (the ωB97M-V functional and the def2-TZVPD basis)
Rb 2.12 -0.45 -1.53
Rb -0.50 -2.46 -0.89
Rb 0.24 0.75 2.29
Rb -4.12 2.75 -0.68
Rb -0.88 -0.62 -4.21
Rb -2.87 -0.30 1.03
Rb -1.21 4.88 1.18
P 2.45 -2.01 1.69
O 2.89 -3.21 2.62
O 2.89 -0.68 2.28
O 0.88 -1.95 1.51
O 3.16 -2.19 0.25
P -1.01 1.20 -1.17
O -0.12 1.31 -2.36
O -2.43 0.63 -1.56
O -1.16 2.32 -0.15
O -0.34 0.03 -0.30
```



# 3
Molecular formula: S2
Method: DFT, the ωB97M-V functional and the def2-TZVPD basis

Output
Relative energy (zero: lowest compared OMol25 entry of this formula, charge and spin) (kcal per mole): 175.06
Electronic energy (eV): -21661.406
F_max (eV Å⁻¹): 2.65
HOMO-LUMO gap (eV): 4.0
Total charge: 0
Highest occupied orbital energy (eV): -9.399

XYZ file:
```
2
S2 (the ωB97M-V functional and the def2-TZVPD basis)
S 1.44 1.10 0.03
S -1.44 -1.10 -0.03
```



# 4
Molecular formula: S2
Method: DFT, the ωB97M-V functional and the def2-TZVPD basis

Output
Relative energy (zero: lowest compared OMol25 entry of this formula, charge and spin) (kcal per mole): 73.77
Electronic energy (eV): -21665.798
F_max (eV Å⁻¹): 5.74
HOMO-LUMO gap (eV): 5.5
Total charge: 0
Highest occupied orbital energy (eV): -9.704

XYZ file:
```
2
S2 (the ωB97M-V functional and the def2-TZVPD basis)
S 1.16 0.32 0.45
S -1.16 -0.32 -0.45
```